Entry 1:
{
  "formula": "C45H100N9O12",
  "method": "the ωB97M-V functional and the def2-TZVPD basis",
  "orbital_gap_ev": 8.87,
  "e_lumo_ha": -0.0516,
  "charge": 1,
  "e_tot_ha": -3169.46085,
  "elements": ["C", "C", "C", "C", "N", "C", "C", "C", "C", "C", "H", "H", "H", "H", "H", "H", "H", "H", "H", "H", "H", "H", "H", "H", "H", "H", "H", "H", "H", "H", "C", "C", "C", "C", "N", "C", "C", "C", "C", "C", "H", "H", "H", "H", "H", "H", "H", "H", "H", "H", "H", "H", "H", "H", "H", "H", "H", "H", "H", "H", "C", "C", "C", "C", "N", "C", "C", "C", "C", "C", "H", "H", "H", "H", "H", "H", "H", "H", "H", "H", "H", "H", "H", "H", "H", "H", "H", "H", "H", "H", "C", "C", "C", "C", "N", "C", "C", "C", "C", "C", "H", "H", "H", "H", "H", "H", "H", "H", "H", "H", "H", "H", "H", "H", "H", "H", "H", "H", "H", "H", "C", "C", "C", "C", "N", "C", "C", "C", "C", "C", "H", "H", "H", "H", "H", "H", "H", "H", "H", "H", "H", "H", "H", "H", "H", "H", "H", "H", "H", "H", "N", "O", "O", "O", "N", "O", "O", "O", "N", "O", "O", "O", "N", "O", "O", "O"],
  "positions_angstrom": [[3.321, 4.800, 3.131], [2.327, 5.122, 2.046], [2.600, 4.457, 0.686], [3.370, 5.389, -0.241], [4.235, 4.642, -1.232], [5.294, 3.866, -0.527], [6.508, 3.932, -1.453], [6.487, 5.391, -1.900], [5.020, 5.637, -2.179], [3.325, 3.770, -2.021], [4.339, 5.188, 2.854], [3.457, 3.709, 3.232], [3.027, 5.183, 4.065], [2.209, 6.157, 2.043], [1.433, 4.700, 2.497], [1.673, 4.095, 0.187], [3.258, 3.524, 0.787], [3.917, 6.118, 0.379], [2.724, 5.999, -0.907], [4.906, 2.846, -0.405], [5.569, 4.373, 0.402], [6.371, 3.190, -2.268], [7.381, 3.595, -0.900], [7.091, 5.554, -2.817], [6.707, 5.993, -1.030], [4.688, 5.416, -3.171], [4.709, 6.671, -2.030], [2.526, 4.424, -2.427], [2.894, 2.905, -1.401], [3.873, 3.305, -2.815], [0.841, 1.973, 4.658], [1.811, 0.880, 4.240], [1.280, -0.047, 3.118], [1.116, 0.653, 1.786], [0.611, -0.223, 0.591], [-0.761, -0.815, 0.892], [-1.023, -1.794, -0.184], [0.403, -2.231, -0.598], [1.363, -1.517, 0.305], [0.615, 0.657, -0.613], [1.258, 2.781, 5.260], [0.040, 1.593, 5.303], [0.315, 2.408, 3.741], [2.092, 0.326, 5.089], [2.791, 1.324, 3.947], [0.319, -0.413, 3.396], [1.780, -1.001, 3.043], [2.088, 0.913, 1.310], [0.545, 1.568, 1.817], [-1.471, -0.021, 1.109], [-0.589, -1.339, 1.852], [-1.620, -1.372, -1.007], [-1.549, -2.702, 0.145], [0.661, -2.125, -1.668], [0.397, -3.338, -0.378], [2.272, -1.207, -0.220], [1.512, -2.056, 1.219], [-0.175, 0.287, -1.322], [1.649, 0.561, -0.988], [0.417, 1.693, -0.308], [1.080, -0.584, -5.838], [1.559, -1.977, -5.738], [2.197, -2.312, -4.379], [2.715, -3.713, -4.420], [2.405, -4.469, -3.115], [3.070, -3.866, -1.920], [2.990, -4.968, -0.845], [2.918, -6.289, -1.685], [2.953, -5.849, -3.126], [0.893, -4.566, -3.081], [1.915, 0.005, -5.568], [0.203, -0.462, -5.186], [0.797, -0.279, -6.804], [2.269, -2.282, -6.555], [0.658, -2.625, -5.874], [1.460, -2.245, -3.625], [3.049, -1.631, -4.026], [3.838, -3.827, -4.467], [2.279, -4.338, -5.218], [2.656, -2.818, -1.767], [4.058, -3.632, -2.276], [2.139, -4.806, -0.262], [3.825, -4.864, -0.156], [1.902, -6.717, -1.489], [3.687, -6.990, -1.486], [2.334, -6.476, -3.793], [3.977, -5.792, -3.591], [0.433, -3.609, -3.386], [0.605, -4.970, -2.084], [0.741, -5.306, -3.882], [-0.166, 3.602, -3.648], [-0.923, 4.210, -2.441], [-2.357, 3.794, -2.622], [-2.604, 2.484, -1.945], [-4.002, 1.909, -2.071], [-4.977, 2.970, -1.436], [-6.128, 2.172, -0.911], [-5.605, 0.728, -0.833], [-4.128, 0.716, -1.204], [-4.360, 1.619, -3.473], [-0.046, 2.506, -3.632], [0.818, 3.939, -3.858], [-0.677, 3.914, -4.551], [-0.911, 5.287, -2.610], [-0.669, 4.049, -1.460], [-2.634, 3.884, -3.664], [-2.986, 4.512, -2.064], [-2.448, 2.780, -0.890], [-1.907, 1.692, -2.232], [-5.242, 3.737, -2.090], [-4.399, 3.433, -0.627], [-7.005, 2.181, -1.561], [-6.493, 2.562, 0.023], [-6.209, 0.109, -1.544], [-5.761, 0.276, 0.134], [-3.907, -0.239, -1.757], [-3.487, 0.793, -0.344], [-5.266, 1.054, -3.425], [-3.569, 0.946, -3.858], [-4.563, 2.549, -3.987], [-5.091, -5.387, 2.038], [-4.066, -4.286, 2.134], [-3.759, -4.002, 3.591], [-2.888, -2.822, 3.910], [-2.765, -2.430, 5.388], [-4.080, -2.256, 6.064], [-4.534, -0.964, 5.585], [-3.335, -0.171, 5.572], [-2.160, -1.073, 5.531], [-1.936, -3.460, 6.037], [-6.071, -5.101, 2.296], [-4.881, -6.204, 2.754], [-5.169, -5.604, 0.989], [-4.345, -3.380, 1.652], [-3.179, -4.606, 1.576], [-3.441, -4.975, 4.095], [-4.716, -3.815, 4.071], [-3.306, -1.859, 3.484], [-1.914, -2.862, 3.496], [-3.779, -2.209, 7.064], [-4.798, -3.088, 5.815], [-5.398, -0.608, 6.113], [-4.835, -1.098, 4.539], [-3.220, 0.428, 6.436], [-3.292, 0.532, 4.706], [-1.612, -1.054, 6.507], [-1.419, -0.881, 4.751], [-2.517, -4.350, 6.114], [-1.592, -3.117, 6.984], [-1.212, -3.728, 5.333], [4.275, 0.579, -1.497], [3.632, 1.004, -0.459], [3.850, -0.396, -2.068], [5.323, 1.162, -1.816], [-1.904, -1.317, -3.581], [-1.067, -2.184, -3.784], [-1.589, -0.162, -3.085], [-3.035, -1.506, -4.005], [-2.923, 1.767, 2.012], [-3.809, 0.884, 1.948], [-3.003, 2.717, 1.189], [-1.986, 1.827, 2.831], [0.059, -4.320, 2.418], [0.435, -3.184, 2.771], [-0.843, -4.867, 3.102], [0.673, -4.848, 1.500]]
}



Entry 2:
{
  "formula": "C16H24N2O",
  "method": "the ωB97M-V functional and the def2-TZVPD basis",
  "orbital_gap_ev": 9.97,
  "e_lumo_ha": 0.0307,
  "smiles": "CCC[C@H]1CC[C@H](c2ccc(C(=O)NN)cc2)CC1",
  "charge": 0,
  "e_tot_ha": -808.83777,
  "elements": ["C", "C", "C", "H", "C", "C", "C", "H", "H", "C", "C", "C", "C", "C", "C", "C", "H", "H", "C", "O", "N", "H", "N", "H", "H", "H", "H", "C", "C", "H", "H", "H", "H", "H", "H", "H", "H", "H", "H", "H", "H", "H", "H"],
  "positions_angstrom": [[3.662, 1.563, -5.024], [3.416, 1.432, -3.526], [2.559, 0.211, -3.202], [1.609, 0.282, -3.737], [2.286, 0.036, -1.703], [1.239, 1.033, -1.180], [-0.182, 0.481, -1.269], [-0.891, 1.243, -0.939], [-0.403, 0.267, -2.316], [-0.381, -0.806, -0.441], [-1.122, -0.581, 0.850], [-2.147, -1.445, 1.221], [-2.832, -1.280, 2.410], [-2.499, -0.236, 3.267], [-1.459, 0.619, 2.912], [-0.785, 0.451, 1.720], [0.012, 1.132, 1.466], [-1.193, 1.415, 3.592], [-3.175, -0.005, 4.569], [-2.643, 0.546, 5.517], [-4.454, -0.458, 4.651], [-4.983, -0.698, 3.826], [-5.248, -0.160, 5.780], [-5.237, -0.959, 6.417], [-4.779, 0.608, 6.267], [-3.606, -1.985, 2.677], [-2.413, -2.263, 0.567], [0.975, -1.474, -0.160], [1.841, -1.406, -1.412], [2.719, -2.045, -1.299], [1.263, -1.790, -2.256], [1.479, -0.972, 0.667], [0.811, -2.512, 0.136], [-0.973, -1.505, -1.043], [1.468, 1.285, -0.144], [1.294, 1.960, -1.753], [3.225, 0.223, -1.169], [3.077, -0.679, -3.569], [2.929, 2.339, -3.163], [4.374, 1.345, -3.008], [2.720, 1.678, -5.557], [4.165, 0.678, -5.407], [4.283, 2.430, -5.237]]
}



Entry 3:
{
  "formula": "C39H82Br11N7O4",
  "method": "the ωB97M-V functional and the def2-TZVPD basis",
  "orbital_gap_ev": 6.63,
  "e_lumo_ha": -0.0044,
  "charge": 0,
  "e_tot_ha": -30533.38754,
  "elements": ["C", "C", "N", "C", "C", "C", "C", "C", "O", "C", "H", "H", "H", "H", "H", "H", "H", "H", "H", "H", "H", "H", "H", "H", "H", "H", "H", "H", "H", "H", "Br", "C", "O", "N", "C", "C", "H", "H", "H", "H", "H", "H", "H", "C", "O", "N", "C", "C", "H", "H", "H", "H", "H", "H", "H", "C", "O", "N", "C", "C", "H", "H", "H", "H", "H", "H", "H", "C", "C", "C", "C", "N", "H", "H", "H", "H", "H", "H", "H", "C", "C", "C", "C", "N", "H", "H", "H", "H", "H", "H", "H", "C", "C", "C", "C", "N", "H", "H", "H", "H", "H", "H", "H", "Br", "C", "C", "Br", "H", "H", "H", "H", "Br", "C", "C", "Br", "H", "H", "H", "H", "Br", "C", "C", "Br", "H", "H", "H", "H", "Br", "C", "C", "Br", "H", "H", "H", "H", "Br", "C", "C", "Br", "H", "H", "H", "H"],
  "positions_angstrom": [[-1.840, -8.757, 8.181], [-1.789, -7.345, 8.831], [-0.382, -6.705, 8.713], [0.049, -6.637, 7.287], [-0.513, -5.276, 9.277], [0.866, -4.541, 9.476], [0.692, -7.656, 9.480], [0.428, -7.970, 10.954], [0.513, -6.693, 11.600], [0.506, -6.954, 13.041], [-2.841, -9.124, 8.411], [-1.116, -9.519, 8.467], [-1.843, -8.861, 7.096], [-2.044, -7.437, 9.887], [-2.470, -6.696, 8.281], [1.019, -6.149, 7.391], [-0.725, -6.056, 6.786], [0.167, -7.613, 6.815], [-0.994, -5.385, 10.249], [-1.236, -4.648, 8.757], [1.293, -4.353, 8.491], [1.577, -5.209, 9.962], [0.825, -3.647, 10.098], [1.712, -7.276, 9.428], [0.916, -8.598, 8.979], [1.247, -8.613, 11.277], [-0.487, -8.562, 10.930], [-0.161, -7.706, 13.462], [0.258, -6.070, 13.629], [1.326, -7.588, 13.378], [3.793, -6.376, 6.735], [-2.827, -9.953, 13.745], [-1.958, -10.199, 12.941], [-2.627, -9.817, 15.108], [-1.284, -9.792, 15.646], [-3.709, -9.876, 16.189], [-3.862, -9.654, 13.518], [-1.057, -10.718, 16.176], [-1.189, -8.971, 16.356], [-0.546, -9.500, 14.899], [-4.600, -9.399, 15.783], [-3.852, -10.928, 16.437], [-3.367, -9.414, 17.116], [-4.878, -4.183, 8.303], [-4.312, -4.925, 8.994], [-5.801, -4.522, 7.490], [-6.654, -3.522, 6.861], [-5.759, -5.886, 7.084], [-4.647, -3.108, 8.240], [-6.378, -2.469, 6.908], [-7.674, -3.590, 7.240], [-6.814, -3.738, 5.805], [-5.344, -6.062, 6.091], [-5.292, -6.480, 7.869], [-6.818, -6.126, 6.988], [-1.541, -1.394, 10.198], [-0.482, -0.941, 9.761], [-1.658, -2.212, 11.248], [-2.930, -2.885, 11.616], [-0.546, -2.467, 12.134], [-2.495, -1.165, 9.699], [-2.734, -3.957, 11.621], [-3.766, -2.696, 10.944], [-3.253, -2.540, 12.599], [-0.244, -3.511, 12.223], [0.221, -1.693, 12.152], [-0.927, -2.247, 13.131], [4.663, -7.405, 14.356], [4.791, -6.760, 12.980], [4.265, -5.376, 12.800], [5.004, -4.321, 13.599], [5.629, -3.482, 14.085], [5.478, -7.056, 14.991], [4.863, -8.452, 14.126], [3.797, -7.356, 15.016], [4.165, -7.461, 12.426], [5.808, -6.732, 12.589], [3.256, -5.327, 13.210], [4.220, -4.950, 11.798], [2.702, -12.684, 15.357], [2.971, -11.982, 16.692], [3.505, -10.535, 16.561], [2.534, -9.470, 16.244], [1.703, -8.624, 15.988], [2.255, -13.655, 15.567], [3.623, -12.831, 14.792], [2.109, -11.953, 14.808], [3.777, -12.603, 17.081], [2.237, -11.988, 17.498], [4.233, -10.552, 15.750], [4.030, -10.274, 17.480], [1.876, 1.016, 11.388], [3.147, 0.481, 11.964], [3.031, -0.974, 12.484], [3.219, -1.904, 11.360], [3.399, -2.643, 10.476], [2.164, 1.820, 10.711], [1.091, 1.292, 12.092], [1.426, 0.311, 10.689], [3.582, 1.169, 12.689], [3.896, 0.295, 11.195], [2.117, -1.180, 13.042], [3.856, -1.223, 13.151], [1.036, -3.686, 1.942], [1.380, -2.728, 3.649], [1.858, -3.706, 4.703], [1.931, -2.820, 6.439], [0.483, -2.153, 3.881], [2.210, -2.044, 3.473], [2.838, -4.176, 4.618], [1.212, -4.576, 4.813], [2.424, -11.084, 11.098], [3.960, -10.338, 10.115], [5.121, -10.445, 11.086], [5.635, -12.295, 11.506], [3.719, -9.399, 9.616], [4.210, -10.913, 9.224], [4.772, -9.885, 11.953], [6.059, -9.928, 10.882], [-4.191, -6.726, 12.516], [-2.805, -5.557, 13.358], [-2.583, -6.151, 14.790], [-1.573, -4.865, 15.961], [-3.356, -4.629, 13.518], [-1.910, -5.512, 12.737], [-2.129, -7.137, 14.690], [-3.559, -6.350, 15.232], [5.884, -11.503, 6.411], [4.248, -10.386, 6.144], [3.007, -11.315, 6.020], [1.376, -10.240, 6.451], [4.304, -9.944, 5.150], [4.133, -9.596, 6.887], [3.151, -12.071, 6.792], [2.867, -11.818, 5.063], [-6.743, -10.127, 9.590], [-6.015, -9.285, 7.936], [-5.653, -10.354, 6.914], [-5.431, -9.310, 5.175], [-5.143, -8.676, 8.174], [-6.849, -8.731, 7.506], [-6.514, -10.989, 6.709], [-4.723, -10.853, 7.189]]
}



Entry 4:
{
  "formula": "N2O3S",
  "method": "the ωB97M-V functional and the def2-TZVPD basis",
  "orbital_gap_ev": 10.89,
  "e_lumo_ha": -0.0301,
  "charge": 0,
  "e_tot_ha": -733.34047,
  "elements": ["N", "N", "O", "O", "O", "S"],
  "positions_angstrom": [[-0.817, 2.102, 0.081], [-0.054, 1.403, 0.511], [0.620, 0.657, 1.036], [-0.984, -1.426, 0.041], [0.835, -1.250, -1.529], [0.400, -1.486, -0.140]]
}



Entry 5:
{
  "formula": "C13H19N3O5",
  "method": "the ωB97M-V functional and the def2-TZVPD basis",
  "orbital_gap_ev": 7.64,
  "e_lumo_ha": -0.0354,
  "smiles": "Cc1cc([N+](=O)[O-])c(NCCCCCCO)c([N+](=O)[O-])c1",
  "charge": 0,
  "e_tot_ha": -1047.04546,
  "elements": ["C", "C", "C", "C", "C", "N", "H", "C", "H", "C", "C", "H", "H", "C", "C", "H", "H", "C", "O", "H", "H", "H", "H", "H", "H", "H", "H", "C", "C", "H", "N", "O", "O", "N", "O", "O", "H", "H", "H", "H"],
  "positions_angstrom": [[3.566, -4.632, -2.249], [2.798, -3.458, -1.732], [3.072, -2.888, -0.504], [2.345, -1.811, -0.001], [1.270, -1.226, -0.743], [0.459, -0.328, -0.189], [0.754, -0.002, 0.732], [-0.830, 0.133, -0.632], [-0.718, 0.905, -1.406], [-1.604, 0.700, 0.555], [-1.028, 2.032, 1.036], [-1.161, 2.785, 0.259], [0.046, 1.927, 1.206], [-1.652, 2.519, 2.344], [-3.151, 2.815, 2.273], [-3.699, 1.948, 1.904], [-3.509, 3.022, 3.286], [-3.482, 4.020, 1.388], [-2.847, 5.202, 1.808], [-3.092, 5.376, 2.724], [-3.139, 3.855, 0.365], [-4.574, 4.159, 1.362], [-1.138, 3.434, 2.646], [-1.480, 1.769, 3.119], [-2.639, 0.836, 0.244], [-1.591, -0.025, 1.373], [-1.381, -0.706, -1.076], [1.102, -1.755, -2.056], [1.808, -2.859, -2.503], [1.598, -3.222, -3.499], [0.293, -1.101, -3.040], [0.307, 0.116, -3.059], [-0.303, -1.797, -3.839], [2.716, -1.353, 1.292], [3.595, -1.947, 1.883], [2.136, -0.382, 1.774], [3.868, -3.278, 0.113], [4.158, -5.084, -1.458], [2.888, -5.379, -2.656], [4.237, -4.320, -3.048]]
}



Entry 6:
{
  "formula": "C5H6N",
  "method": "the ωB97M-V functional and the def2-TZVPD basis",
  "orbital_gap_ev": 7.03,
  "e_lumo_ha": -0.2674,
  "charge": 1,
  "e_tot_ha": -248.30910,
  "elements": ["C", "C", "C", "C", "C", "N", "H", "H", "H", "H", "H", "H"],
  "positions_angstrom": [[0.996, 3.742, -0.457], [1.175, 2.668, 0.147], [1.291, 1.550, 0.870], [-1.024, -2.303, 0.054], [-0.241, -1.118, 0.502], [0.049, -0.185, -0.275], [0.996, 4.800, -0.913], [-1.830, -2.247, -0.609], [-0.144, -2.631, -0.574], [-1.214, -3.013, 0.943], [0.097, -1.139, 1.587], [-0.151, -0.124, -1.275]]
}



Entry 7:
{
  "formula": "C6H6N4",
  "method": "the ωB97M-V functional and the def2-TZVPD basis",
  "orbital_gap_ev": 8.74,
  "e_lumo_ha": -0.0043,
  "charge": 0,
  "e_tot_ha": -451.08842,
  "elements": ["C", "C", "C", "C", "C", "C", "H", "H", "H", "H", "H", "H", "N", "N", "N", "N"],
  "positions_angstrom": [[0.234, -0.894, -1.910], [0.715, -0.624, -0.613], [1.780, -0.840, 1.286], [-0.079, 0.438, 1.532], [-1.682, 1.631, 0.961], [-0.174, 0.214, 0.177], [1.035, -0.325, -2.828], [0.443, -2.221, -2.251], [-1.197, -0.414, -1.902], [2.822, -0.965, 1.668], [-2.662, 2.208, 1.134], [-1.581, 1.097, -1.208], [1.751, -1.075, -0.028], [0.878, -0.437, 2.133], [-0.961, 1.359, 1.991], [-1.321, 0.849, -0.142]]
}



Entry 8:
{
  "formula": "C7H6BF4NRhSe",
  "method": "the ωB97M-V functional and the def2-TZVPD basis",
  "orbital_gap_ev": [5.62, 5.61],
  "e_lumo_ha": [-0.2630, -0.2632],
  "charge": 1,
  "e_tot_ha": -3261.24117,
  "elements": ["Rh", "C", "C", "C", "C", "C", "C", "H", "H", "H", "H", "H", "H", "F", "B", "F", "F", "F", "Se", "C", "N"],
  "positions_angstrom": [[-0.363, 0.007, -0.479], [-1.080, 1.124, 1.285], [-2.063, 1.309, 0.287], [-2.679, 0.195, -0.321], [-2.292, -1.100, 0.050], [-1.303, -1.297, 1.048], [-0.728, -0.177, 1.681], [-0.548, 1.969, 1.697], [-2.305, 2.301, -0.070], [-3.388, 0.339, -1.124], [-2.708, -1.941, -0.489], [-0.962, -2.297, 1.276], [0.105, -0.313, 2.357], [4.165, 0.088, -0.720], [3.721, -0.066, 0.512], [3.605, -1.278, 1.024], [3.569, 0.989, 1.293], [1.531, -0.026, -0.045], [2.444, 0.078, -4.026], [1.130, 0.059, -2.976], [0.152, 0.040, -2.258]]
}